Entry from the OMol25 dataset: a structure of composition C43H59BiN2O5Se (ωB97M-V with the def2-TZVPD basis set).

**Orbital gap**: 7.40 eV
**F_max**: 0.6 eV Å⁻¹
**Lowest unoccupied orbital energy**: 0.003 hartree

Cartesian coordinates (Å):
Bi: -1.001 0.489 1.197
C: 6.148 -0.591 -2.706
C: 4.971 0.376 -2.836
C: 4.244 0.081 -4.156
C: 5.528 1.805 -2.882
C: 3.984 0.243 -1.676
C: 2.873 1.069 -1.617
C: 1.957 0.930 -0.589
Se: 0.435 2.082 -0.500
C: -0.574 1.507 -2.019
C: -0.380 2.184 -3.213
C: -1.095 1.819 -4.341
C: -2.040 0.808 -4.177
C: -2.291 0.133 -2.988
C: -1.481 0.444 -1.873
O: -1.546 -0.270 -0.751
C: -3.431 -0.904 -3.007
C: -3.035 -2.067 -3.928
C: -4.697 -0.227 -3.559
C: -3.812 -1.495 -1.644
C: -0.913 2.487 -5.703
C: -2.218 3.182 -6.111
C: 0.206 3.529 -5.679
C: -0.554 1.424 -6.751
C: 2.089 -0.015 0.443
O: 1.190 -0.118 1.406
C: 3.228 -0.853 0.401
C: 4.127 -0.694 -0.649
C: 3.446 -1.908 1.491
C: 4.731 -2.710 1.272
C: 3.548 -1.222 2.862
C: 2.277 -2.905 1.503
H: 6.820 -0.463 -3.558
H: 5.818 -1.631 -2.699
H: 6.722 -0.406 -1.796
H: 4.928 0.182 -5.002
H: 3.410 0.768 -4.311
H: 3.842 -0.935 -4.155
H: 6.250 1.905 -3.696
H: 6.028 2.055 -1.944
H: 4.737 2.539 -3.047
H: 2.701 1.822 -2.379
H: 0.333 2.997 -3.244
H: -2.637 0.536 -5.039
H: -2.819 -1.724 -4.941
H: -3.846 -2.797 -3.984
H: -2.145 -2.571 -3.547
H: -4.574 0.115 -4.588
H: -4.967 0.637 -2.949
H: -5.531 -0.932 -3.543
H: -3.009 -2.089 -1.213
H: -4.684 -2.138 -1.789
H: -4.078 -0.716 -0.928
H: -2.501 3.936 -5.375
H: -3.040 2.468 -6.192
H: -2.102 3.673 -7.081
H: -0.021 4.351 -4.996
H: 0.330 3.953 -6.677
H: 1.160 3.086 -5.382
H: -1.346 0.682 -6.860
H: 0.362 0.899 -6.470
H: -0.398 1.892 -7.726
H: 4.990 -1.339 -0.672
H: 5.620 -2.075 1.297
H: 4.718 -3.252 0.324
H: 4.827 -3.446 2.073
H: 4.391 -0.527 2.881
H: 3.708 -1.973 3.643
H: 2.636 -0.670 3.087
H: 2.198 -3.412 0.538
H: 1.333 -2.403 1.708
H: 2.447 -3.663 2.272
O: -3.398 -3.321 7.795
C: -4.226 -3.295 6.646
C: -3.480 -2.651 5.510
C: -3.923 -2.802 4.203
C: -3.241 -2.156 3.188
N: -2.168 -1.395 3.394
C: -1.734 -1.263 4.647
C: -2.359 -1.868 5.732
C: -0.513 -0.429 4.847
C: 0.466 -0.825 5.747
C: 1.604 -0.047 5.908
C: 2.715 -0.490 6.828
O: 3.480 0.579 7.348
C: 1.703 1.118 5.164
C: 0.682 1.430 4.284
N: -0.408 0.683 4.115
H: -3.882 -3.733 8.517
H: -5.137 -2.717 6.837
H: -4.529 -4.303 6.348
H: -4.788 -3.413 3.973
H: -3.565 -2.256 2.157
H: -1.987 -1.726 6.736
H: 0.348 -1.748 6.301
H: 3.414 -1.107 6.261
H: 2.301 -1.115 7.626
H: 2.900 1.151 7.861
H: 2.574 1.753 5.247
H: 0.743 2.324 3.672
C: -4.181 2.879 0.159
C: -3.330 2.658 1.401
C: -3.913 1.559 2.280
O: -2.010 2.378 1.004
H: -5.180 3.240 0.418
H: -4.282 1.941 -0.397
H: -3.703 3.608 -0.495
H: -3.322 3.588 1.987
H: -4.003 0.625 1.710
H: -4.913 1.823 2.631
H: -3.280 1.375 3.152

Forces on the atoms, in the same order (eV/Å):
Bi -0.375 -0.326 0.311
C 0.005 -0.007 -0.009
C -0.021 -0.004 0.010
C -0.027 -0.013 -0.006
C 0.014 0.030 0.014
C -0.005 -0.028 0.040
C 0.035 -0.037 0.007
C -0.092 -0.028 0.032
Se 0.251 0.393 -0.235
C 0.016 -0.028 0.058
C -0.042 0.014 -0.015
C -0.023 -0.030 -0.004
C -0.026 0.060 -0.019
C -0.031 0.002 -0.027
C -0.009 -0.175 -0.062
O 0.057 0.187 -0.033
C 0.040 0.032 0.003
C 0.012 -0.027 0.002
C -0.006 -0.009 -0.011
C -0.005 0.003 -0.004
C 0.009 -0.025 0.018
C -0.015 0.009 -0.010
C 0.006 0.020 0.010
C 0.010 -0.005 0.002
C 0.047 -0.038 0.005
O -0.092 0.139 -0.060
C 0.083 -0.042 -0.032
C -0.032 0.022 -0.015
C -0.014 0.048 -0.007
C 0.017 0.000 0.022
C 0.002 0.018 0.006
C -0.041 -0.014 -0.026
H -0.002 0.008 0.010
H -0.008 -0.001 -0.002
H -0.001 0.000 -0.003
H 0.003 0.001 0.005
H 0.013 -0.013 0.002
H 0.005 0.004 -0.002
H -0.004 0.000 -0.001
H 0.003 0.001 -0.009
H 0.007 -0.014 0.011
H -0.008 -0.010 0.010
H 0.011 -0.009 0.017
H 0.034 -0.004 0.001
H 0.001 0.012 0.002
H 0.000 0.002 0.007
H 0.001 0.002 0.000
H -0.021 -0.010 0.027
H -0.008 -0.009 0.005
H 0.002 0.000 -0.007
H 0.000 0.004 -0.012
H 0.006 -0.002 0.017
H -0.006 0.008 -0.002
H 0.007 -0.002 -0.005
H 0.005 0.008 0.003
H 0.003 -0.007 0.002
H 0.000 -0.015 0.001
H 0.002 0.003 0.003
H -0.010 0.003 -0.015
H 0.004 0.000 0.009
H -0.002 0.009 -0.003
H -0.007 -0.002 0.002
H 0.041 -0.031 0.000
H -0.011 0.006 -0.005
H -0.009 0.002 0.002
H 0.010 0.002 -0.003
H 0.001 -0.003 0.005
H -0.001 -0.008 -0.007
H 0.034 -0.023 -0.004
H 0.006 -0.001 0.005
H 0.034 -0.021 -0.001
H -0.007 -0.003 0.004
O -0.035 -0.034 -0.007
C 0.053 0.025 0.015
C -0.024 0.006 0.023
C -0.040 -0.017 -0.024
C 0.057 0.060 0.035
N -0.114 -0.056 0.033
C 0.101 0.049 -0.026
C 0.003 -0.050 -0.005
C -0.047 -0.046 -0.040
C 0.001 -0.020 0.052
C 0.013 -0.037 0.016
C 0.002 0.037 -0.013
O -0.025 0.001 -0.016
C 0.025 0.018 -0.016
C -0.091 0.017 -0.035
N 0.131 0.027 -0.006
H 0.002 0.024 -0.014
H -0.017 0.002 -0.006
H 0.017 -0.022 0.002
H 0.004 0.006 -0.006
H -0.004 -0.004 -0.011
H -0.002 0.006 0.004
H 0.006 0.008 -0.001
H 0.004 -0.008 -0.011
H -0.006 0.001 0.021
H 0.014 -0.012 0.018
H -0.008 0.005 -0.002
H -0.005 0.011 -0.007
C -0.085 -0.001 -0.017
C 0.039 -0.072 -0.056
C -0.039 -0.038 0.022
O 0.156 0.061 0.018
H -0.002 -0.020 -0.008
H 0.024 0.015 0.005
H 0.001 0.008 0.014
H 0.030 0.017 0.006
H -0.010 0.005 0.006
H 0.002 -0.012 0.004
H -0.004 0.012 0.000